70
Properties=species:S:1:pos:R:3 method="wB97M-V/def2-TZVPD" homo_ev=-7.212 e_above_lowest_ev=1.338 total_charge=0 lumo_energy_ev=-0.54 largest_force_ev_per_a=4.0 energy_ev=-65969.4286 multiplicity=1 orbital_gap_ev=6.7
Ba -0.16 -0.28 0.08
N 2.74 -0.68 0.92
C 3.39 -0.50 2.18
C 4.77 -0.35 2.26
C 5.38 -0.15 3.49
C 4.62 -0.11 4.65
C 3.24 -0.25 4.57
C 2.61 -0.43 3.34
P 0.79 -0.38 3.15
C 0.19 0.06 4.82
C -0.14 1.40 5.04
C -0.57 1.82 6.29
C -0.68 0.91 7.33
C -0.37 -0.43 7.12
C 0.06 -0.85 5.87
C 0.26 -2.13 3.04
C 1.11 -3.24 3.09
C 0.59 -4.52 3.04
C -0.79 -4.72 2.95
C -1.64 -3.62 2.89
C -1.12 -2.34 2.93
H 3.39 -0.79 0.15
H 2.12 -1.49 0.90
H 5.37 -0.40 1.35
H 6.46 -0.03 3.54
H 5.09 0.05 5.62
H 2.65 -0.18 5.47
H -0.07 2.11 4.22
H -0.83 2.86 6.45
H -1.03 1.24 8.31
H -0.46 -1.14 7.93
H 0.31 -1.90 5.71
H 2.18 -3.09 3.18
H 1.26 -5.38 3.08
H -1.19 -5.73 2.91
H -2.72 -3.77 2.81
H -1.79 -1.48 2.92
I -3.45 0.40 -0.04
C -3.18 2.51 -0.01
C -4.34 3.23 0.08
C -4.27 4.64 0.13
C -3.06 5.26 0.11
C -1.86 4.51 0.02
C -0.60 5.18 0.01
C 0.56 4.47 -0.07
C 0.50 3.05 -0.16
C -0.66 2.31 -0.17
C -1.87 3.09 -0.06
H -5.30 2.73 0.11
H -5.19 5.22 0.20
H -2.99 6.35 0.17
H -0.58 6.27 0.08
H 1.52 4.98 -0.06
H 1.48 2.54 -0.23
O 0.92 -2.48 -0.26
C -0.26 -2.91 -0.40
O -1.28 -2.15 -0.48
C -0.45 -4.41 -0.46
C -1.71 -4.97 -0.67
C -1.86 -6.35 -0.67
C -0.76 -7.18 -0.46
C 0.47 -6.58 -0.25
C 0.65 -5.22 -0.25
N 1.66 -7.46 0.01
O 2.70 -6.92 0.32
O 1.50 -8.66 -0.07
H -2.55 -4.31 -0.82
H -2.83 -6.80 -0.84
H -0.84 -8.25 -0.45
H 1.62 -4.79 -0.07

74
Properties=species:S:1:pos:R:3 method="wB97M-V/def2-TZVPD" homo_ev=-10.061 e_above_lowest_ev=0.599 total_charge=+1 lumo_energy_ev=-3.32 largest_force_ev_per_a=0.3 energy_ev=-83612.0891 multiplicity=1 orbital_gap_ev=6.7
Bi 0.92 0.28 -1.33
C -2.49 -2.36 -3.04
C -2.49 -2.18 -4.42
C -1.58 -1.31 -4.98
C -0.66 -0.64 -4.18
N -0.64 -0.84 -2.84
C -1.56 -1.67 -2.30
N 0.15 0.27 -4.85
C 1.33 0.61 -4.48
N 2.02 0.19 -3.35
C 3.24 0.83 -3.32
N 4.16 0.72 -2.43
C 4.13 -0.27 -1.47
C 5.37 -0.72 -1.00
C 5.44 -1.77 -0.13
C 4.26 -2.39 0.29
C 3.07 -1.88 -0.16
N 2.99 -0.83 -1.00
C 3.34 1.71 -4.51
C 4.36 2.54 -4.94
C 4.16 3.22 -6.14
C 2.98 3.06 -6.87
C 1.97 2.22 -6.42
C 2.17 1.56 -5.23
H -3.19 -3.01 -2.55
H -3.20 -2.71 -5.04
H -1.55 -1.12 -6.04
H -1.51 -1.78 -1.22
H 6.24 -0.21 -1.37
H 6.40 -2.13 0.23
H 4.26 -3.25 0.95
H 2.12 -2.31 0.15
H 5.28 2.64 -4.38
H 4.93 3.88 -6.51
H 2.86 3.61 -7.79
H 1.05 2.09 -6.98
C -6.42 0.35 3.02
O -6.06 -0.55 4.06
C -4.79 -0.50 4.52
C -3.84 0.43 4.11
C -2.55 0.37 4.62
C -2.21 -0.60 5.55
C -3.18 -1.48 6.01
C -4.45 -1.45 5.48
N -0.91 -0.66 6.17
N 0.13 -0.68 5.50
C 0.09 -0.84 4.07
C -0.49 -1.91 3.46
C -0.42 -2.07 2.06
C 0.22 -1.16 1.27
O 0.21 -1.29 -0.08
C 0.90 -0.08 1.90
N 1.58 0.80 1.10
C 2.16 1.84 1.65
C 2.15 2.09 3.03
C 1.50 1.21 3.85
C 0.84 0.08 3.30
H -7.43 0.08 2.72
H -5.76 0.24 2.16
H -6.41 1.39 3.36
H -4.10 1.22 3.42
H -1.82 1.11 4.31
H -2.92 -2.19 6.78
H -5.22 -2.15 5.81
H -1.02 -2.64 4.05
H -0.91 -2.92 1.59
H 2.69 2.51 0.98
H 2.66 2.95 3.43
H 1.47 1.35 4.92
Cl -1.56 1.83 0.71
C -3.29 1.93 0.33
Cl -3.86 0.49 -0.51
H -3.45 2.79 -0.31
H -3.82 2.02 1.26

76
Properties=species:S:1:pos:R:3 method="wB97M-V/def2-TZVPD" homo_ev="-7.461 / -7.944" e_above_lowest_ev=1.887 total_charge=0 lumo_energy_ev="-0.41 / -0.61" largest_force_ev_per_a=0.7 energy_ev=-155650.1611 multiplicity=5 orbital_gap_ev="7.1 / 7.3"
Os 0.42 1.10 -0.20
C -3.09 -5.77 -4.18
C -2.36 -4.55 -3.67
C -2.17 -4.35 -2.31
C -1.50 -3.23 -1.83
C -1.01 -2.31 -2.74
C -1.18 -2.48 -4.11
C -1.86 -3.60 -4.56
S -0.24 -0.83 -2.18
O -1.31 0.12 -1.91
O 0.76 -0.47 -3.15
N 0.38 -1.09 -0.71
C 1.65 -1.71 -0.59
C 1.97 -2.92 -1.13
C 3.26 -3.49 -0.94
C 4.21 -2.85 -0.21
C 3.92 -1.60 0.37
C 4.87 -0.85 1.09
C 4.53 0.37 1.61
C 3.22 0.84 1.41
N 2.31 0.17 0.74
C 2.64 -1.04 0.19
H -3.49 -6.36 -3.37
H -2.42 -6.40 -4.77
H -3.92 -5.48 -4.84
H -2.55 -5.08 -1.60
H -1.35 -3.08 -0.77
H -0.79 -1.75 -4.80
H -2.00 -3.74 -5.62
H 1.24 -3.44 -1.73
H 3.47 -4.45 -1.40
H 5.19 -3.29 -0.07
H 5.86 -1.25 1.23
H 5.24 0.97 2.15
H 2.90 1.79 1.83
F -3.31 4.09 -5.10
C -2.32 3.86 -4.23
C -2.62 3.52 -2.92
F -3.89 3.41 -2.53
C -1.58 3.29 -2.03
F -1.93 2.96 -0.78
C -0.25 3.38 -2.40
S 1.10 3.05 -1.30
C 0.00 3.73 -3.71
F 1.26 3.84 -4.15
C -1.01 3.97 -4.63
F -0.72 4.30 -5.89
Br -6.14 0.01 -1.24
C -4.79 0.62 -0.06
C -4.94 1.86 0.55
C -3.96 2.30 1.41
C -2.82 1.53 1.62
C -2.69 0.29 1.01
C -3.68 -0.17 0.16
C -1.81 2.07 2.55
O -1.96 2.83 3.44
O -0.50 1.57 2.23
H -5.82 2.46 0.35
H -4.04 3.27 1.89
H -1.83 -0.34 1.20
H -3.58 -1.12 -0.34
C 3.10 0.13 4.90
C 2.32 1.44 5.04
C 1.72 1.54 6.46
C 3.24 2.63 4.79
C 1.22 1.45 4.05
C 0.37 1.48 3.22
H 3.89 0.08 5.66
H 3.57 0.05 3.92
H 2.44 -0.73 5.03
H 2.53 1.55 7.20
H 1.08 0.68 6.66
H 1.13 2.44 6.56
H 4.01 2.67 5.56
H 2.68 3.57 4.81
H 3.73 2.55 3.82

77
Properties=species:S:1:pos:R:3 method="wB97M-V/def2-TZVPD" homo_ev="-0.041 / -2.297" total_charge=-2 lumo_energy_ev="4.10 / 4.10" largest_force_ev_per_a=3.0 energy_ev=-104059.4848 multiplicity=4 orbital_gap_ev="4.1 / 6.4"
V 0.69 0.24 -2.51
O -2.58 -2.19 -2.45
C -1.56 -1.58 -2.67
O -1.04 -0.60 -1.99
C -0.69 -1.90 -3.88
C -0.89 -2.91 -4.81
C 0.04 -3.06 -5.82
C 1.13 -2.20 -5.90
C 1.24 -1.21 -4.95
N 0.35 -1.09 -3.98
C 2.34 -0.14 -4.86
O 3.23 -0.13 -5.68
O 2.13 0.67 -3.87
H -1.76 -3.55 -4.70
H -0.07 -3.85 -6.56
H 1.88 -2.27 -6.67
C 3.89 1.83 -1.11
C 2.91 2.43 -0.13
N 3.42 3.09 0.93
C 2.54 3.58 1.81
C 1.17 3.50 1.68
C 0.29 4.07 2.74
O -0.33 3.07 3.59
C 0.61 2.86 0.54
C -0.82 2.78 0.33
N -1.32 2.42 -0.86
C -2.60 2.15 -1.13
C -3.66 1.96 -0.20
C -4.95 1.63 -0.63
C -5.26 1.47 -1.98
C -4.24 1.63 -2.93
C -2.97 1.96 -2.50
I -1.37 2.17 -3.83
C 1.55 2.28 -0.35
O 1.09 1.51 -1.37
H 4.89 1.83 -0.65
H 3.92 2.41 -2.04
H 3.62 0.82 -1.39
H 2.96 4.08 2.68
H -0.48 4.70 2.29
H 0.88 4.70 3.41
H -0.63 2.37 3.00
H -1.49 3.11 1.14
H -3.44 2.03 0.86
H -5.73 1.48 0.11
H -6.26 1.21 -2.29
H -4.44 1.48 -3.98
N -0.09 -0.28 0.64
S -0.25 -0.04 2.16
C -1.61 -1.03 2.79
C -1.85 -1.19 4.15
C -2.99 -1.88 4.57
C -3.88 -2.39 3.62
C -3.63 -2.20 2.27
C -2.50 -1.51 1.84
C 1.10 -0.80 3.08
C 1.22 -2.18 3.23
C 2.43 -2.72 3.68
C 3.50 -1.87 3.97
C 3.36 -0.50 3.83
C 2.16 0.04 3.38
H 0.01 -1.27 0.39
H -1.15 -0.80 4.88
H -3.18 -2.02 5.62
H -4.76 -2.92 3.94
H -4.33 -2.58 1.53
H -2.30 -1.34 0.79
H 0.39 -2.84 2.97
H 2.54 -3.79 3.77
H 4.44 -2.30 4.29
H 4.20 0.16 4.05
H 2.05 1.12 3.23
N 1.81 -1.17 -1.70
C 2.48 -2.00 -1.21
N 3.09 -2.93 -0.57
C 4.26 -3.51 -0.78
N 5.27 -4.08 -0.87

74
Properties=species:S:1:pos:R:3 method="wB97M-V/def2-TZVPD" homo_ev="-14.333 / -14.333" e_above_lowest_ev=1.032 total_charge=+2 lumo_energy_ev="-7.39 / -7.40" largest_force_ev_per_a=2.1 energy_ev=-88688.4977 multiplicity=1 orbital_gap_ev="6.9 / 6.9"
Mn -0.48 -0.60 -0.21
C 2.47 0.67 -0.29
O 1.60 -0.36 0.23
C 1.87 -0.83 1.51
C 3.15 -1.05 1.99
C 3.29 -1.62 3.24
C 2.18 -1.99 3.99
C 0.90 -1.75 3.50
C 0.75 -1.15 2.27
N -0.55 -0.82 1.73
N -0.64 0.47 1.33
C -1.46 1.41 1.55
C -1.60 2.30 0.31
O -1.04 1.93 -0.71
C -2.42 3.48 0.42
C -3.09 3.69 1.56
C -3.03 2.82 2.75
C -3.79 3.11 3.87
C -3.73 2.29 4.99
C -2.89 1.18 5.01
C -2.11 0.89 3.90
C -2.19 1.69 2.76
H 3.31 0.22 -0.82
H 2.84 1.29 0.52
H 1.88 1.28 -0.97
H 4.02 -0.80 1.39
H 4.29 -1.80 3.63
H 2.31 -2.45 4.96
H 0.03 -2.03 4.07
H -2.50 4.14 -0.43
H -3.73 4.57 1.63
H -4.43 3.98 3.86
H -4.32 2.53 5.86
H -2.85 0.55 5.89
H -1.43 0.05 3.91
O -6.65 0.45 -3.34
N -5.75 0.25 -4.15
O -5.89 0.18 -5.35
C -4.38 0.05 -3.61
C -3.38 0.16 -4.49
C -2.01 -0.01 -4.08
C -0.93 0.07 -4.98
C 0.34 -0.14 -4.51
C 0.52 -0.39 -3.15
N -0.48 -0.45 -2.29
C -1.74 -0.27 -2.75
C -2.82 -0.40 -1.81
N -2.46 -0.69 -0.54
C -3.40 -0.89 0.37
C -4.75 -0.79 0.06
C -5.14 -0.47 -1.21
C -4.15 -0.26 -2.21
H -3.61 0.38 -5.52
H -1.11 0.28 -6.03
H 1.20 -0.11 -5.17
H 1.51 -0.56 -2.74
H -3.05 -1.14 1.37
H -5.49 -0.97 0.83
H -6.18 -0.39 -1.46
N -3.68 -4.92 -1.92
C -2.47 -5.53 -1.82
O -2.23 -6.61 -2.30
C -1.38 -4.77 -1.10
C -0.36 -5.50 -0.50
C 0.68 -4.82 0.10
C 0.68 -3.44 0.07
N -0.30 -2.72 -0.50
C -1.31 -3.40 -1.08
H -4.42 -5.45 -2.35
H -3.95 -4.16 -1.32
H -0.40 -6.58 -0.53
H 1.51 -5.34 0.57
H 1.49 -2.88 0.51
H -2.06 -2.81 -1.58

74
Properties=species:S:1:pos:R:3 method="wB97M-V/def2-TZVPD" homo_ev="-2.365 / -4.869" e_above_lowest_ev=2.362 total_charge=-1 lumo_energy_ev="2.45 / 2.43" largest_force_ev_per_a=4.3 energy_ev=-123560.9728 multiplicity=4 orbital_gap_ev="4.8 / 7.3"
V -0.51 1.67 0.34
S 0.77 1.12 2.65
P 0.62 -0.46 1.42
C 0.78 0.25 -0.14
P 0.92 -0.55 -1.69
S 1.89 0.56 -3.00
C -0.73 -1.05 -2.34
C -1.21 -0.52 -3.52
C -2.49 -0.86 -3.98
C -3.28 -1.73 -3.24
C -2.80 -2.26 -2.05
C -1.54 -1.91 -1.60
C 1.80 -2.15 -1.52
C 1.27 -3.40 -1.81
C 2.05 -4.55 -1.70
C 3.38 -4.45 -1.30
C 3.93 -3.20 -1.03
C 3.15 -2.06 -1.14
C -0.92 -1.31 1.99
C -0.91 -2.16 3.11
C -2.09 -2.72 3.58
C -3.30 -2.44 2.95
C -3.33 -1.58 1.87
C -2.15 -1.02 1.40
C 1.88 -1.75 1.76
C 1.66 -3.11 1.56
C 2.68 -4.03 1.79
C 3.93 -3.60 2.22
C 4.16 -2.24 2.39
C 3.15 -1.32 2.16
H -0.59 0.16 -4.08
H -2.86 -0.43 -4.90
H -4.27 -1.98 -3.59
H -3.42 -2.93 -1.46
H -1.18 -2.32 -0.66
H 0.24 -3.49 -2.14
H 1.63 -5.51 -1.93
H 3.98 -5.34 -1.20
H 4.97 -3.12 -0.73
H 3.57 -1.08 -0.94
H 0.02 -2.36 3.62
H -2.06 -3.38 4.44
H -4.22 -2.90 3.31
H -4.27 -1.35 1.38
H -2.19 -0.37 0.54
H 0.69 -3.46 1.22
H 2.49 -5.09 1.65
H 4.72 -4.31 2.41
H 5.14 -1.90 2.71
H 3.31 -0.26 2.30
N -1.05 5.63 0.16
C 0.06 5.65 -0.69
C 0.60 6.65 -1.47
C 1.74 6.33 -2.22
C 2.29 5.05 -2.18
C 1.75 4.05 -1.37
C 0.63 4.37 -0.61
N -0.11 3.58 0.27
C -1.15 4.37 0.71
C -2.14 3.93 1.58
C -3.26 4.60 2.10
S -4.12 3.54 3.16
C -2.97 2.28 2.83
N -2.03 2.60 2.02
H -1.73 6.36 0.28
H 0.16 7.64 -1.52
H 2.18 7.08 -2.86
H 3.16 4.82 -2.79
H 2.16 3.05 -1.34
H -3.62 5.60 1.90
H -3.06 1.31 3.30
O -3.58 1.72 -1.85
N -2.65 2.36 -1.58
O -1.74 1.66 -0.87